A single C9H10N2O2 molecule, computed with wB97M-V/def2-TZVPD.

```
23
Properties=species:S:1:pos:R:3:mulliken_charge:R:1
C 1.655 0.857 0.996 -0.079
C 0.855 -2.038 0.255 -0.389
C -0.387 -1.212 0.308 0.634
C -0.234 0.086 -0.185 0.473
C 2.384 -0.598 -0.669 0.458
C 1.234 0.602 -0.336 1.666
C -1.714 -1.845 0.694 -1.517
C 1.448 1.798 -1.211 -1.714
C -2.442 1.157 0.165 -0.918
N 1.853 1.033 2.078 -0.531
N 2.131 -1.744 -0.029 -0.659
O 3.361 -0.309 -1.287 -0.526
O -1.114 1.053 -0.356 -0.449
H 0.662 -2.983 0.672 0.385
H -1.588 -2.891 0.972 0.348
H -2.498 -1.697 -0.050 0.334
H -2.211 -1.371 1.528 0.365
H 1.025 1.635 -2.230 0.358
H 2.589 1.887 -1.352 0.397
H 0.991 2.750 -0.856 0.316
H -3.052 0.431 -0.147 0.366
H -2.613 2.110 -0.239 0.334
H -2.335 1.288 1.281 0.347
```

As for the energy above the lowest of the compared OMol25 structures with the same formula, charge and spin: 332.3 kJ/mol. Its spin multiplicity is 1. The LUMO energy comes out at -0.73 eV. The calculation puts the highest occupied orbital energy at -9.1 eV. The calculation puts the frontier orbital gap at 8.4 eV. Its SMILES is COC1=C(C)C=NC(=O)[C@]1(C)C#N.



A molecular structure, C9H10N2Ru, computed with wB97M-V/def2-TZVPD.

```
22
Properties=species:S:1:pos:R:3:mulliken_charge:R:1
C -1.008 -0.627 -1.279 -0.799
C -1.091 0.782 -1.474 -0.130
C -2.030 1.298 -0.536 -0.505
C -2.511 0.214 0.250 -0.594
C -1.877 -0.980 -0.210 -0.022
Ru -0.190 0.382 0.686 0.239
C 1.688 0.856 -0.160 -0.565
C 1.916 -0.596 0.141 0.877
C 2.711 -1.451 -0.565 -1.110
N 1.059 -0.978 1.202 -0.405
H -2.299 2.349 -0.411 0.370
H -0.534 1.360 -2.212 0.431
H -3.218 0.285 1.078 0.482
H -2.019 -1.982 0.199 0.404
H -0.332 -1.304 -1.807 0.465
H 1.960 1.172 -1.175 0.322
H 1.138 -1.956 1.490 0.206
H 2.123 1.513 0.615 0.248
H 3.366 -1.075 -1.355 0.302
H 2.765 -2.517 -0.312 0.261
N -0.958 1.926 3.454 -0.536
C -0.661 1.329 2.383 0.056
```

Its spin multiplicity is 5. The LUMO energy (alpha / beta) comes out at 0.05 / -2.15 eV. The calculation puts the highest occupied orbital energy (alpha / beta) at -6.2 / -8.9 eV. The calculation puts the frontier orbital gap (alpha / beta) at 6.3 / 6.8 eV.



A molecular structure, C9H10N2STi, computed with wB97M-V/def2-TZVPD.

```
23
Properties=species:S:1:pos:R:3:mulliken_charge:R:1
C 0.081 -1.377 -1.359 -0.665
C -1.205 -1.386 -0.796 -0.472
C -1.122 -1.867 0.549 -0.402
C 0.242 -2.201 0.806 -0.382
C 1.014 -1.885 -0.378 -0.521
Ti 0.944 0.140 0.318 0.931
C -1.390 1.808 -0.431 -0.595
C -0.930 2.635 -1.405 0.352
C 0.243 2.982 -1.907 -0.654
N 2.620 -0.278 0.574 -0.543
H -1.950 -2.002 1.227 0.435
H -2.137 -1.115 -1.307 0.658
H 0.631 -2.726 1.674 0.441
H 2.009 -2.271 -0.604 0.426
H 0.316 -1.269 -2.440 0.460
H -2.059 1.084 -0.880 0.274
H 3.016 0.523 -0.063 0.157
H -1.500 2.184 0.597 0.387
H 0.343 3.762 -2.730 0.215
H 1.206 2.563 -1.605 0.100
S -0.299 0.095 4.805 -0.440
C -0.099 0.254 3.281 0.476
N 0.029 0.349 2.076 -0.639
```

As for the energy above the lowest of the compared OMol25 structures with the same formula, charge and spin: 146.8 kJ/mol. Its spin multiplicity is 1. The LUMO energy comes out at -1.28 eV. The calculation puts the highest occupied orbital energy at -8.2 eV. The calculation puts the frontier orbital gap at 6.9 eV.



A gas-phase ion, C9H10N3O3 (charge +1), computed with wB97M-V/def2-TZVPD.

```
25
Properties=species:S:1:pos:R:3:mulliken_charge:R:1
C 1.800 1.555 -2.257 -0.860
C 2.574 0.658 -1.642 -0.328
C 0.496 1.704 -1.858 -0.318
C 0.806 0.019 -0.183 0.979
C 2.094 -0.211 -0.622 -0.280
C -0.076 0.852 -0.923 0.243
C -2.298 0.373 0.074 0.241
C -0.376 -0.179 1.888 -0.798
C -3.738 0.346 -0.174 -1.047
N 0.326 -0.698 0.888 0.062
N 3.002 -1.042 0.093 0.958
N -0.847 -1.258 2.767 -0.211
O 4.171 -0.645 0.199 -0.533
O 2.614 -2.062 0.619 -0.653
O -1.489 0.961 -0.822 -0.304
H 2.142 2.068 -3.112 0.444
H 3.685 0.362 -1.696 0.385
H -0.099 2.522 -2.232 0.455
H -4.104 -0.713 -0.270 0.295
H -3.906 0.865 -1.238 0.270
H -4.333 0.771 0.582 0.345
H 0.678 -1.627 1.084 0.456
H -1.793 -1.288 2.228 0.425
H -0.944 -1.078 3.820 0.396
H -0.383 -2.255 2.787 0.377
```

As for the energy above the lowest of the compared OMol25 structures with the same formula, charge and spin: 213.4 kJ/mol. Its spin multiplicity is 1. The LUMO energy comes out at -4.31 eV. The calculation puts the highest occupied orbital energy at -11.7 eV. The calculation puts the frontier orbital gap at 7.4 eV. Its total charge is +1.



no.,maximum force (eV/A)
1,5.16
2,10.13
3,4.45
4,6.12